Here is C4H7ClOS as an isolated structure from the OMol25 dataset. Energies are from wB97M-V/def2-TZVPD.

```
14
Properties=species:S:1:pos:R:3:forces:R:3
S -1.9931 -0.0919 0.3597 1.273 1.172 -0.847
C -0.2016 -0.4640 -1.0571 -3.766 0.229 0.258
H 1.8824 1.7622 0.4958 -0.882 -0.140 -0.391
H 0.8476 2.0584 -1.0562 0.129 -0.546 0.637
C 1.1119 1.3896 -0.2126 1.134 1.390 -0.485
C 0.7115 0.1332 -0.1451 0.539 -1.753 1.331
H 2.1015 -1.1153 0.7941 0.021 -0.333 0.563
C 1.0935 -0.7849 1.0446 -0.841 0.322 -1.380
H -0.4277 0.0602 -1.9652 -0.052 0.309 -0.410
H 1.0634 -0.1270 1.9178 0.118 -0.765 0.232
H -0.5879 -1.5012 -1.0937 1.221 0.397 0.223
Cl -3.1056 1.5773 -0.3923 0.623 -0.400 -0.075
O -2.8692 -1.2229 0.2512 -0.646 -1.145 -0.090
H 0.3733 -1.6736 1.0589 1.128 1.264 0.433
```
Positions in Å, forces in eV/Å.

The calculation puts the frontier orbital gap (spin up / spin down) at 0.288 / 0.288 hartree. The calculation puts the molecular weight at 138.619 g/mol. The calculation puts the energy relative to the best compared isomer or geometry (same formula, charge and spin) at 57.1 kcal per mole. Its spin multiplicity is 1.

Here is C10H11NO as an isolated structure from the OMol25 dataset. Energies are from wB97M-V/def2-TZVPD.

```
23
Properties=species:S:1:pos:R:3:forces:R:3
H -2.7765 2.4431 0.9842 0.224 -0.804 -0.526
H 0.7890 3.0546 -0.0462 -0.049 -1.704 0.554
H -1.5029 -2.5660 0.0023 0.902 -0.436 0.287
H -3.0573 1.8400 -0.7068 -1.118 0.585 -0.565
H 1.8480 -2.6552 -0.8720 0.202 -0.425 1.871
C 0.4093 -1.5199 0.0298 -2.514 -2.122 1.050
O -3.1150 -0.9758 0.0691 -3.425 -0.581 -0.198
H 1.8627 -2.7668 1.0535 0.614 0.188 -0.051
H 0.6946 -3.6051 0.0384 -0.266 -0.222 0.219
H -1.6181 2.7893 -0.2609 0.041 0.747 -0.534
N 0.9582 -0.3067 -0.0596 -2.970 3.607 0.984
C 1.0167 1.9523 0.0988 -1.569 1.454 -1.387
H 2.9377 -0.6425 0.0430 0.725 -0.117 0.253
C -1.9802 -0.6401 0.0133 2.195 2.809 1.295
C -1.5480 0.7873 0.0838 5.021 -1.578 -2.722
H -0.9036 0.7287 -1.0259 -2.001 0.180 0.436
H 3.3145 1.9337 0.1057 -0.394 0.298 -0.004
C 2.3443 1.4566 0.0720 -0.430 -0.070 0.896
C 0.1124 0.8639 -0.0117 0.482 1.200 1.925
C -0.9495 -1.6312 0.0607 0.985 -1.309 -0.902
C 1.2953 -2.7151 0.1386 -0.014 0.383 -2.763
C 2.2027 0.1235 0.1510 2.855 -1.857 -1.292
C -2.3342 2.0513 0.0391 0.503 -0.226 1.175
```
Positions in Å, forces in eV/Å.

The calculation puts the frontier orbital gap at 0.310 hartree. The calculation puts the molecular weight at 161.204 g/mol. The calculation puts the energy relative to the best compared isomer or geometry (same formula, charge and spin) at 103.2 kcal per mole. Its spin multiplicity is 1.

Here is an isolated ion of composition C4H8NO and charge +1 from the OMol25 dataset. Energies are from wB97M-V/def2-TZVPD.

```
14
Properties=species:S:1:pos:R:3:forces:R:3
C 0.0727 0.7103 0.8437 1.337 -11.617 -3.282
N -0.7646 -0.4623 0.9910 1.791 -0.566 3.401
C -0.0272 1.9487 1.2561 -0.994 10.681 4.251
H -0.8077 -0.9600 2.0061 0.474 1.295 -2.797
H -0.6835 2.2025 2.1658 1.366 -0.493 -1.380
H -0.6928 0.1891 -1.6258 -0.632 0.507 0.093
C 0.1269 -0.4577 -1.4094 -1.920 -3.568 0.407
H 0.7838 2.6719 1.0160 -0.986 -0.520 0.117
H -0.2223 -1.5739 -1.6622 0.596 2.281 0.828
H -1.6679 -0.4015 0.6275 -2.092 -0.075 -1.037
H 2.0259 -1.5001 -0.4495 0.073 -0.491 0.252
O 1.6120 -1.1901 0.3713 0.064 0.665 -0.216
C 0.6184 -0.3780 0.0057 -1.243 1.149 0.776
H 0.8306 -0.2941 -2.1392 2.166 0.752 -1.414
```
Positions in Å, forces in eV/Å.

Its net charge is +1. As for the expectation value of S²: 2.0060. The calculation puts the frontier orbital gap (spin up / spin down) at 0.283 / 0.312 hartree. The calculation puts the molecular weight at 86.114 g/mol. The calculation puts the energy relative to the best compared isomer or geometry (same formula, charge and spin) at 56.9 kcal per mole. Its spin multiplicity is 3.

Here is a 2-piece molecular cluster, C4H13N3 overall from the OMol25 dataset. Energies are from wB97M-V/def2-TZVPD.

```
20
Properties=species:S:1:pos:R:3:forces:R:3
N -0.5860 -0.4699 -3.2655 0.606 0.427 0.924
C 1.4757 -0.8313 1.6049 -0.765 -1.031 -0.655
H 1.0023 2.7952 2.4899 0.044 -0.190 -0.010
H -2.2915 0.3181 -2.3240 0.435 -0.646 0.962
H 2.3477 -0.4940 2.1635 0.357 -0.537 0.247
H -1.5345 -0.5025 -0.0240 -0.699 0.110 1.034
H -0.8027 1.3849 2.6502 -1.013 -0.088 0.313
C -1.5552 -0.5142 -2.1351 -0.771 -0.487 -1.808
N 0.2344 -0.3650 2.2299 -0.512 2.145 -0.980
H -2.1233 -1.4713 -2.1793 0.252 0.612 -0.311
H -1.0072 -0.5629 -4.1745 -0.336 0.002 -0.074
H -0.1647 -1.3828 -0.6769 -0.701 0.459 -0.402
H 2.0241 1.4433 2.0068 -0.898 1.082 0.125
H 1.3553 -1.9588 1.5217 0.759 1.385 0.357
H -0.1274 0.4534 -3.2366 -0.249 -0.684 -0.158
N 1.0865 1.8783 2.0836 0.526 -1.733 -0.639
C -0.8413 -0.5060 -0.8194 0.590 -1.109 -0.629
C 0.0874 0.9229 2.2993 1.977 -0.986 0.522
H -0.2136 0.3375 -0.7645 0.772 1.312 0.338
H 1.6341 -0.4747 0.5502 -0.374 -0.042 0.844
```
Positions in Å, forces in eV/Å.

The calculation puts the frontier orbital gap at 0.364 hartree. The calculation puts the molecular weight at 103.169 g/mol. The calculation puts the energy relative to the best compared isomer or geometry (same formula, charge and spin) at 29.4 kcal per mole. Its spin multiplicity is 1.

Here is C25H45Br2FLuNO6PS2 as an isolated structure from the OMol25 dataset. Energies are from wB97M-V/def2-TZVPD.

```
84
Properties=species:S:1:pos:R:3:forces:R:3
H -5.4419 1.9094 0.0467 -0.087 0.031 -0.224
O 0.0943 -1.3918 2.0146 0.442 -1.560 1.073
H -2.4465 -0.0027 0.3240 0.435 -0.090 -0.154
H -0.0214 2.6960 1.2009 0.056 -0.381 -0.166
O 2.6085 -0.4620 -4.5074 -0.412 0.180 3.079
H -1.4537 4.8793 1.4622 0.098 0.311 -0.159
H -0.9629 -4.7515 -2.5614 0.026 0.139 0.059
H -4.0425 3.8394 0.2073 -0.169 0.309 0.071
C 0.6843 -2.0441 -2.2097 -0.312 0.029 -0.770
C 3.9634 2.4877 -0.3831 -0.374 -0.433 0.366
C -1.5541 4.0699 0.7426 -0.082 -0.751 0.455
H 1.7952 4.6312 -1.5185 -0.224 0.007 -0.119
Br 1.1561 -3.2714 -3.6943 -0.116 -0.226 0.183
H 3.9216 -0.1638 0.6217 -0.351 0.212 -0.140
O -0.0151 0.0293 0.1700 -0.126 0.336 -1.445
H -0.0527 -4.4478 -0.5786 0.163 0.001 -0.047
H 2.3344 2.4576 -1.7698 0.022 -0.163 -0.144
C -0.8497 -2.1908 -1.7795 1.133 0.501 1.181
Br 1.6388 -4.3875 1.7552 -0.093 0.270 0.103
C -2.4545 2.9951 1.3923 -0.670 0.644 -0.385
H -1.7006 -4.4631 -0.0115 -0.203 0.048 -0.099
H -4.8290 -0.8991 0.2139 -0.169 -0.120 -0.051
H 6.3891 -0.6214 0.8844 0.279 -0.094 0.103
C 2.4874 2.7266 -0.7291 0.400 0.596 -0.413
H -4.5497 3.5196 1.8705 -0.086 0.064 0.124
H -3.9200 0.9805 2.4641 0.138 -0.066 0.058
H -2.0185 4.4493 -0.1627 -0.003 0.224 -0.100
C 1.6945 -2.4344 -1.1367 0.448 -0.632 -0.120
C -0.2908 -4.3309 1.5359 -0.993 -1.316 0.034
H -0.5919 -6.0437 2.8478 0.042 0.006 0.165
C -0.9793 -2.4369 -0.2051 -0.330 -1.951 -0.549
H 6.0392 0.4519 -0.4493 0.288 0.188 -0.165
Lu 5.2591 3.7826 2.6649 0.833 2.743 2.410
H -2.6758 -2.9480 1.0446 0.049 -0.240 0.073
C 4.5841 0.5142 1.1546 1.201 -0.086 0.550
C 4.0725 1.9391 1.0639 -0.714 -0.767 -1.337
H -3.1597 -2.3466 -0.5076 0.074 -0.124 -0.260
H -4.5664 -1.3369 1.9450 -0.338 -0.434 -0.266
H 0.3059 -0.4631 -3.6631 -0.342 0.093 -0.071
C 2.3352 -0.4559 -3.3278 0.602 -0.242 -3.411
H 4.8069 2.6083 1.5822 -0.709 -2.825 -2.030
H -5.5866 0.7390 2.0009 -0.106 0.150 0.227
C -2.7502 -0.8461 0.9352 -1.531 0.247 -0.407
C 6.0218 0.3633 0.6299 -0.957 -0.003 0.082
H 1.6702 -3.4901 -0.8909 -0.280 -0.130 0.010
H -3.7424 1.4663 -0.2246 -0.106 0.011 -0.320
H 4.5621 3.3882 -0.5242 0.019 0.164 -0.118
C -2.4438 -2.1978 0.2976 0.717 1.303 0.704
C -0.1924 3.4441 0.4282 0.402 0.715 0.743
O -3.4044 -0.1245 -2.2821 -0.150 0.411 -0.317
H 4.3917 1.7317 -1.0343 0.135 -0.026 -0.069
H 6.6468 1.1291 1.0946 0.379 -0.026 -0.087
H 0.6255 5.4603 0.3793 -0.117 0.131 0.058
H -0.2514 -6.4537 1.1771 0.039 -0.196 -0.039
H 1.8799 2.0418 -0.1395 -0.213 -0.011 0.018
C -4.5680 0.7383 1.6228 -0.535 -0.127 -0.520
S -2.2867 -3.3081 -4.5292 -0.117 0.512 -0.318
O -1.4280 -0.9353 -2.0176 -0.311 -0.095 -0.120
H 3.0929 1.9640 1.5543 0.134 0.681 0.465
H -2.3232 -0.7305 1.9238 0.427 -0.099 0.010
C -0.7813 -5.7569 1.8215 0.279 -0.096 -0.362
H -2.1119 2.0360 1.0080 0.039 -0.217 0.219
H 0.7930 0.1297 -2.0318 -0.415 -0.021 0.101
P -1.7671 -3.6078 -2.6425 -0.316 -0.264 0.138
H 2.6866 -2.2845 -1.5404 0.181 0.225 -0.017
N -2.7497 -1.0072 -2.5668 -0.318 -0.663 -0.145
S 0.1967 -1.3114 0.6129 -0.390 2.087 0.459
H -2.9230 -3.9157 -1.9069 0.252 0.083 0.064
H 2.9497 4.7656 -0.2368 0.100 0.218 -0.122
C 2.0658 4.2081 -0.5577 0.093 -0.404 0.665
H -2.3554 3.0192 2.4737 0.375 -0.199 0.127
C 0.9204 -0.6364 -2.7955 1.400 0.169 0.552
C -4.4700 1.7935 0.5167 0.086 0.177 0.739
F 3.3217 -0.2658 -2.4002 -0.649 -0.004 -0.033
C -3.9527 3.1504 1.0448 0.420 -0.619 -0.754
H -1.8438 -5.8694 1.6104 -0.156 0.155 0.132
H -0.1768 2.9489 -0.5402 -0.255 -0.147 -0.084
O 1.6444 -1.6902 0.0819 -0.582 -0.213 -0.026
H -0.7723 -3.7129 2.2816 0.466 0.598 0.092
C -4.2748 -0.6818 1.1251 0.906 0.422 0.939
C -0.7422 -3.9675 0.1133 0.950 0.665 0.116
H 4.5712 0.1866 2.1944 -0.176 -0.058 0.143
H 1.4629 4.4163 1.4835 -0.199 -0.110 0.232
C 0.9764 4.4378 0.5005 0.253 0.173 -0.639
```
Positions in Å, forces in eV/Å.

Its net charge is +3. The calculation puts the frontier orbital gap at 0.045 hartree. The calculation puts the molecular weight at 904.517 g/mol. Its spin multiplicity is 1.

Here is a single C4H7N3 molecule from the OMol25 dataset. Energies are from wB97M-V/def2-TZVPD.

```
14
Properties=species:S:1:pos:R:3:forces:R:3
H -2.1341 -0.7049 -0.2579 -0.074 0.161 -0.113
C -2.1680 0.3796 -0.4328 0.034 0.021 0.131
C 0.2818 0.2930 -0.2406 0.019 0.052 -0.040
N 2.3188 -0.2446 -0.0426 0.113 -0.157 0.069
H -0.4037 -0.7577 1.6277 0.108 -0.012 -0.096
H -2.5583 0.8585 0.4738 -0.105 -0.130 -0.118
H 2.2528 -1.4350 1.7244 -0.039 0.137 -0.123
C 0.3797 -0.5013 0.9310 -0.046 0.000 0.044
N -0.8527 0.8984 -0.7431 0.256 0.074 -0.134
H 3.2844 -0.3209 -0.3171 -0.191 0.051 0.048
H -0.7155 1.3425 -1.6352 -0.052 -0.122 0.002
N 1.4607 0.4393 -0.8359 -0.219 -0.060 0.167
H -2.8590 0.5832 -1.2601 0.200 -0.047 0.238
C 1.7130 -0.8301 1.0084 -0.004 0.032 -0.076
```
Positions in Å, forces in eV/Å.

The calculation puts the frontier orbital gap at 0.328 hartree. The calculation puts the molecular weight at 97.121 g/mol. The calculation puts the energy relative to the best compared isomer or geometry (same formula, charge and spin) at 10.9 kcal per mole. Its spin multiplicity is 1.

Here is a single C2H7N2OP molecule from the OMol25 dataset. Energies are from wB97M-V/def2-TZVPD.

```
13
Properties=species:S:1:pos:R:3:forces:R:3
H 2.3710 0.7294 -0.4565 -2.317 0.381 -0.966
C 1.2470 0.9071 -0.8045 2.152 -2.821 -1.150
H 1.1437 0.6593 -1.9765 0.319 1.171 2.659
N 0.6846 -1.0753 1.3285 0.177 -1.550 -0.258
H 1.2856 -0.6962 1.9949 0.690 1.629 1.170
O -0.1080 -1.5623 -0.9804 -0.543 1.730 0.509
P 0.1648 -0.3941 -0.0810 1.624 -0.024 0.086
C -2.2554 0.3452 -0.0035 -5.076 2.418 1.296
N -1.1091 0.6548 0.4000 5.494 -1.185 -0.230
H 1.0306 -2.0286 1.2362 -0.532 0.093 -0.548
H -2.3782 -0.4501 -0.6303 -0.937 -1.894 -1.727
H 0.8898 1.8448 -0.4288 -0.078 0.597 -0.382
H -2.9664 1.0661 0.4018 -0.972 -0.545 -0.459
```
Positions in Å, forces in eV/Å.

As for the expectation value of S²: 2.0067. The calculation puts the frontier orbital gap (spin up / spin down) at 0.244 / 0.280 hartree. The calculation puts the molecular weight at 106.065 g/mol. The calculation puts the energy relative to the best compared isomer or geometry (same formula, charge and spin) at 6.6 kcal per mole. Its spin multiplicity is 3.

Here is C11H17Cl2NO2PSSn as an isolated structure from the OMol25 dataset. Energies are from wB97M-V/def2-TZVPD.

```
36
Properties=species:S:1:pos:R:3:forces:R:3
S -0.5006 2.3648 0.4697 -0.234 -0.964 -1.798
C -0.9605 -3.1496 -1.1090 0.434 -0.188 -0.422
H 2.0663 3.1262 1.8208 0.011 0.187 0.000
H 0.6003 6.3921 4.0531 0.267 -0.447 -0.158
O 1.2792 -0.3338 2.8108 -4.010 0.987 -8.465
O 2.8318 -1.3741 -3.1695 -1.177 -0.220 -2.000
Cl 1.0674 -0.6376 -4.9670 0.047 -0.001 0.217
H -1.0851 -2.6696 -2.0859 -0.039 -0.142 0.140
H -1.8080 -3.7617 1.7203 0.250 0.354 -0.017
H 3.8707 -3.0483 -4.8865 -0.274 0.230 -0.083
H -1.6519 -4.0079 -1.0266 0.217 0.339 0.013
N 1.2732 3.6337 2.1971 -2.198 0.838 0.343
C -1.1476 -2.8739 1.7431 0.395 -0.064 0.845
H -3.4222 -0.9766 0.8751 0.004 -0.180 -0.169
H 2.5047 4.9980 3.2664 -0.255 -0.417 -0.202
C -0.0360 3.3021 1.8202 1.538 1.323 1.950
H -1.4275 -2.2460 2.5982 -0.066 -0.186 -0.099
Sn -0.0202 0.0619 -0.1586 -2.290 1.289 -2.272
Cl -0.9912 0.2678 -2.1792 0.420 0.364 -0.887
C 0.8051 -0.2136 1.7048 6.609 -1.473 11.792
H 0.0725 -3.5124 -1.0227 -0.224 0.010 -0.025
H 2.2457 -3.2090 -5.6333 0.091 0.159 -0.021
P -1.3498 -2.0044 0.2100 -1.049 -1.586 -0.333
C -1.0992 4.0387 2.3562 -0.096 -1.210 -1.025
C 3.0227 -2.5037 -5.3204 0.251 -0.082 0.210
C 0.4390 5.4837 3.4658 -1.286 0.710 0.425
H -0.1112 -3.2070 1.8818 -0.205 -0.082 -0.040
H -1.7191 5.7236 3.4819 0.071 0.034 0.113
C -3.0829 -1.6063 0.0417 -0.504 0.560 0.049
H 3.3495 -1.9441 -6.2032 -0.110 -0.087 0.106
C 1.4750 4.7225 3.0207 1.083 -0.924 -0.774
H -3.2674 -1.0774 -0.9001 -0.034 -0.183 0.152
C 2.4500 -1.5530 -4.3154 1.007 0.020 1.767
C -0.8774 5.1287 3.1496 0.759 0.727 0.514
H -2.1136 3.7869 2.0376 0.341 0.016 0.157
H -3.6503 -2.5543 0.0519 0.257 0.290 -0.005
```
Positions in Å, forces in eV/Å.

Its net charge is +3. The calculation puts the frontier orbital gap (spin up / spin down) at 0.144 / 0.144 hartree. The calculation puts the molecular weight at 447.920 g/mol. The calculation puts the energy relative to the best compared isomer or geometry (same formula, charge and spin) at 0.0 kcal per mole. Its spin multiplicity is 1.